1.
{
  "formula": "C11H12ClF5Si",
  "method": "ωB97M-V/def2-TZVPD",
  "elements": ["F", "F", "F", "F", "F", "Cl", "C", "C", "C", "C", "C", "C", "C", "C", "C", "C", "C", "Si", "H", "H", "H", "H", "H", "H", "H", "H", "H", "H", "H", "H"],
  "xyz": [[-1.130073, -1.393895, 5.081486], [-0.124428, -3.326901, 3.536420], [-1.549078, 1.020451, 4.175525], [0.669857, -2.849870, 0.796285], [-0.874618, 1.741239, 1.535533], [-0.345280, -2.157911, -1.767729], [-0.664602, -1.096749, 3.785404], [-0.175178, -2.123490, 2.981451], [-0.958626, 0.128058, 3.261985], [0.153120, -1.889392, 1.602612], [-0.694273, 0.413499, 1.930043], [-0.164730, -0.633743, 1.156798], [0.436323, 0.820547, -2.985088], [2.111470, -0.356524, -1.554925], [0.980072, 1.852239, -0.677355], [-2.127995, 0.506265, -1.092399], [0.942997, 0.559078, -1.575102], [-0.450566, -0.291981, -0.672564], [-0.184282, -0.028843, -3.393871], [1.270638, 1.007567, -3.682414], [-0.198203, 1.727885, -2.934517], [2.055174, -1.126528, -2.395365], [3.143510, 0.132820, -1.634776], [2.126363, -0.901160, -0.621375], [1.365610, 1.588936, 0.343215], [1.627957, 2.575299, -1.180524], [0.024516, 2.346836, -0.498382], [-2.508904, -0.128412, -1.899103], [-2.007989, 1.564183, -1.368418], [-2.748782, 0.320497, -0.252851]],
  "forces_ev_per_a": [[1.28, 0.49, -2.54], [0.38, -0.20, -0.21], [1.13, -1.18, -2.05], [-0.63, 0.94, 1.37], [-0.02, -2.45, 0.06], [-0.87, 0.35, 0.68], [-1.23, -1.77, 1.52], [0.37, -0.33, -0.70], [-1.06, 2.51, 1.61], [-0.56, -0.36, 2.30], [0.25, 0.30, 1.76], [-0.52, 1.85, -2.21], [-0.66, 0.48, -0.48], [2.47, -0.53, -0.86], [1.53, -0.52, -0.15], [1.46, -0.83, -0.21], [-1.95, 0.73, 1.03], [0.11, -0.96, -2.39], [0.74, 0.85, 0.34], [-0.29, 0.01, 0.21], [0.22, -0.43, -0.46], [0.01, 1.08, 1.18], [-1.37, -0.28, -0.04], [0.32, -0.42, 0.33], [0.05, 0.41, -0.94], [0.17, 0.17, 0.40], [-0.11, -0.23, -0.40], [0.00, 0.45, -0.13], [-0.32, -0.48, 0.18], [-0.93, 0.36, 0.80]],
  "energy_ev": -45588.8832,
  "e_above_lowest_ev": 0.1059,
  "smiles": "CC(C)(C)[Si@@](C)(Cl)c1c(F)c(F)c(F)c(F)c1F",
  "lumo_ev": -0.1
}

---

2.
{
  "formula": "C11H12ClNO",
  "method": "ωB97M-V/def2-TZVPD",
  "elements": ["C", "C", "C", "C", "C", "C", "C", "C", "C", "C", "C", "N", "O", "Cl", "H", "H", "H", "H", "H", "H", "H", "H", "H", "H", "H", "H"],
  "xyz": [[0.336612, -2.861532, -0.236606], [-0.600775, -2.489439, 0.707346], [1.518838, -2.244028, -0.343537], [-0.411970, -1.410526, 1.566892], [1.705469, -1.141031, 0.464867], [0.720772, -0.692136, 1.336186], [1.459808, 1.568461, 2.086247], [0.572100, 0.916440, -1.072363], [-0.671206, 1.361250, -0.990831], [-1.847330, 0.480791, -1.242199], [-0.913643, 2.721392, -0.555432], [1.074119, 0.434378, 2.030342], [1.763969, 2.704197, 2.289252], [1.992893, 1.946827, -0.797914], [0.043744, -3.773472, -0.735439], [-1.588513, -2.821703, 0.540004], [2.128729, -2.541149, -1.135026], [-1.331231, -1.314697, 2.211300], [2.745865, -0.736636, 0.336633], [0.771971, -0.179929, -1.355446], [-1.653382, -0.487391, -0.821797], [-1.934963, 0.160121, -2.292306], [-2.752333, 0.853323, -0.785205], [-1.939903, 2.962312, -0.315136], [-0.769039, 3.531343, -1.206893], [-0.420602, 3.052832, 0.317061]],
  "forces_ev_per_a": [[-2.51, -2.14, 0.65], [0.51, 1.13, -0.52], [-0.27, 0.97, 0.75], [-2.58, -1.48, -0.36], [2.38, -0.92, -0.96], [2.20, 0.41, 0.68], [-0.26, 1.05, 0.46], [0.48, -1.72, -1.20], [0.68, 0.00, -0.04], [0.50, -1.13, -0.60], [-1.88, 1.55, 0.89], [0.03, 1.99, 1.22], [-0.33, -2.08, -0.31], [-0.78, -0.73, -0.42], [0.36, 0.09, -0.82], [-0.93, -1.03, 0.57], [1.60, -0.27, -0.75], [1.67, 1.09, -0.28], [-1.51, 0.49, 0.68], [-0.06, 2.31, 0.31], [0.09, -0.54, 0.73], [-0.44, 0.88, 0.04], [-0.27, 0.19, -0.32], [-0.75, -0.72, 0.19], [0.96, 0.75, -1.73], [1.11, -0.11, 1.13]],
  "energy_ev": -27659.5031,
  "e_above_lowest_ev": 0.0000,
  "smiles": "O=C=Nc1ccccc1.CC(C)=CCl",
  "lumo_ev": 0.7
}

---

Number 1: E_HOMO -9.56 eV, Kohn-Sham gap 9.41 eV. Number 2: E_HOMO -8.74 eV, Kohn-Sham gap 9.46 eV.